Below is C18H41DyN2O2P3 as an isolated structure, with properties calculated with wB97M-V/def2-TZVPD.

<S²>	9.334
DFT total energy	-2878.62562	hartree
orbital gap (alpha / beta)	3.131 / 3.286	eV
total charge	+3
2S+1	6
HOMO energy (alpha / beta)	-13.802 / -13.802	eV

Each line ends with the Löwdin charge.
Geometry (Å):
Dy1 0.172 0.154 0.408  1.232
P1 -1.679 -1.799 -0.753  0.750
P2 2.309 -0.931 -0.913  0.669
P3 -0.293 1.300 -2.014  0.719
H1 0.500 2.080 1.977  0.099
C1 -0.225 2.432 1.199  -0.116
C2 -1.485 1.897 1.152  -0.096
H2 -1.824 1.235 1.964  0.061
C3 -2.350 -3.104 0.322  -0.260
C4 -1.261 -2.877 -2.169  -0.242
C5 -3.261 -0.929 -1.160  -0.236
C6 3.705 0.247 -0.572  -0.228
C7 2.814 -2.525 -0.150  -0.241
C8 2.372 -1.260 -2.712  -0.233
C9 -1.603 2.618 -2.044  -0.244
C10 -0.664 0.519 -3.650  -0.236
C11 1.178 2.377 -2.459  -0.250
H3 0.262 3.020 0.404  0.082
H4 -2.220 1.956 0.338  0.075
H5 -2.656 -2.617 1.282  0.027
H6 -1.512 -3.730 0.616  0.048
H7 -3.176 -3.794 0.004  0.106
H8 -0.390 -3.487 -1.894  0.052
H9 -0.998 -2.306 -3.064  0.032
H10 -2.110 -3.544 -2.381  0.077
H11 -3.600 -0.339 -0.289  0.045
H12 -4.036 -1.686 -1.399  0.081
H13 -3.140 -0.226 -2.004  0.028
H14 4.640 -0.205 -0.956  0.081
H15 3.769 0.416 0.520  0.057
H16 3.511 1.225 -1.052  0.040
H17 3.775 -2.837 -0.602  0.080
H18 2.026 -3.275 -0.336  0.049
H19 2.905 -2.399 0.944  0.057
H20 3.368 -1.691 -2.944  0.086
H21 2.203 -0.333 -3.286  0.036
H22 1.565 -1.972 -2.962  0.045
H23 -1.622 3.207 -2.981  0.087
H24 -1.459 3.302 -1.199  0.043
H25 -2.592 2.159 -1.906  0.047
H26 -0.646 1.245 -4.486  0.087
H27 -1.651 0.035 -3.649  0.043
H28 0.068 -0.264 -3.881  0.025
H29 0.954 3.078 -3.287  0.083
H30 2.063 1.783 -2.738  0.031
H31 1.472 2.984 -1.588  0.040
C12 5.469 4.582 -2.714  -0.330
C13 6.483 5.445 -2.240  -0.013
C14 6.102 6.639 -1.635  -0.066
C15 4.742 6.970 -1.516  -0.088
C16 3.747 6.110 -2.000  -0.097
C17 4.110 4.911 -2.610  -0.055
O1 5.733 3.371 -3.277  0.024
H32 6.704 3.255 -3.315  0.121
H33 7.530 5.152 -2.350  0.121
H34 6.863 7.321 -1.251  0.118
H35 4.455 7.909 -1.042  0.107
H36 2.689 6.358 -1.916  0.097
H37 3.382 4.211 -3.015  0.082
N1 -1.068 -2.551 3.363  0.243
C18 -1.565 -1.425 2.830  -0.595
N2 -2.728 -0.874 3.197  0.238
O2 -0.875 -0.896 1.899  -0.315
H38 -1.479 -3.170 4.039  0.152
H39 -0.272 -2.880 2.775  0.157
H40 -3.215 -0.329 2.486  0.132
H41 -3.353 -1.342 3.838  0.153